(1)
ORCA calculation (wB97M-V/def2-TZVPD) on C16H31F3O3OsP2S as an isolated structure.

For the HOMO-LUMO gap (spin up / spin down), the calculation gives 5.21 / 4.71 eV. The total energy comes out at -63239.9147 eV. For the HOMO energy (spin up / spin down), the calculation gives -0.5213 / -0.5356 Eh. The expectation value of S² is 6.02.

Geometry as ORCA input:
```
! wB97M-V def2-TZVPD RIJCOSX def2/J DEFGRID3
* xyz 2 5
P 3.39435 3.26308 -1.89985
P 4.33966 0.50851 -2.98946
C 5.15151 2.72015 -1.66256
C 5.53688 1.94439 -2.90760
H 5.13345 2.07989 -0.77147
H 5.77568 3.58601 -1.44730
H 5.33857 2.45022 -3.86222
H 6.57062 1.62113 -2.87780
C 6.15828 -0.58761 -2.44475
H 6.05633 -1.68455 -2.44291
H 6.56895 -0.30204 -1.46144
H 6.93136 -0.35230 -3.20767
C 4.62590 -0.30520 -4.60362
H 5.67919 -0.49466 -4.84678
H 4.18752 0.37972 -5.33084
H 4.10525 -1.27397 -4.60154
C 3.08952 4.01711 -0.31456
H 2.00114 4.16374 -0.16801
H 3.68481 4.95848 -0.22654
H 3.41693 3.27723 0.45851
C 3.49135 4.33508 -3.34728
H 3.20684 3.64993 -4.21735
H 4.52221 4.64657 -3.47590
H 2.79102 5.16657 -3.28773
Os 2.67788 2.05154 -3.45874
C 2.46359 -4.05639 0.12919
C 3.70871 -3.95674 0.62408
C 4.77005 -2.89403 0.62930
C 4.52696 -1.76366 1.75213
C 3.63636 -0.78214 1.06922
C 3.00174 -1.42105 0.12403
C 2.48861 -1.81013 -1.13658
C 1.67618 -3.05105 -0.70357
C 0.80531 2.98219 -2.72043
H 1.88260 -4.96987 0.36188
H 4.08297 -4.80694 1.22054
H 4.86710 -2.44953 -0.38074
H 5.73598 -3.35666 0.87333
H 3.96680 -2.24324 2.57031
H 5.47642 -1.38310 2.13855
H 3.52034 0.22892 1.45162
H 1.37555 1.14785 -3.81105
H 3.24192 -2.07498 -1.91653
H 1.84161 -1.05672 -1.63276
H 0.87612 -2.57914 -0.10459
H 1.25079 -3.57303 -1.56498
H -0.07944 2.35297 -2.75918
H 0.59541 3.83084 -3.36905
H 0.71668 3.25485 -1.65733
F -1.31740 1.19880 2.85340
C -1.51746 0.96532 1.53438
F -2.16644 -0.22461 1.41680
F -2.34520 1.93305 1.06240
S 0.13954 0.86460 0.61249
O 0.70847 2.18969 0.84420
O 0.82245 -0.24166 1.28935
O -0.27404 0.59023 -0.76099
*
```

natural (NBO) analysis output, partial charges in e:
1 P 1.4360
2 P 0.7362
3 C -0.7514
4 C -0.6816
5 H 0.2519
6 H 0.2842
7 H 0.2220
8 H 0.2732
9 C -0.6379
10 H 0.2386
11 H 0.2281
12 H 0.2361
13 C -0.9282
14 H 0.2735
15 H 0.2279
16 H 0.2786
17 C -0.9902
18 H 0.3213
19 H 0.3011
20 H 0.2962
21 C -0.9355
22 H 0.2062
23 H 0.2975
24 H 0.3198
25 Os 0.3647
26 C -0.1130
27 C -0.1983
28 C -0.4356
29 C -0.4576
30 C -0.0700
31 C 0.4544
32 C -0.6101
33 C -0.4311
34 C -0.7926
35 H 0.2496
36 H 0.2381
37 H 0.1995
38 H 0.2559
39 H 0.2989
40 H 0.2528
41 H 0.2478
42 H 0.1130
43 H 0.2482
44 H 0.2634
45 H 0.2712
46 H 0.2497
47 H 0.2849
48 H 0.2394
49 H 0.2656
50 F -0.3111
51 C 0.7181
52 F -0.3164
53 F -0.3113
54 S 2.3074
55 O -1.0133
56 O -0.9688
57 O -0.9969


(2)
ORCA calculation (wB97M-V/def2-TZVPD) on C22H28BIN10O3Rh as an isolated structure.

For the HOMO-LUMO gap (spin up / spin down), the calculation gives 6.24 / 4.19 eV. The total energy comes out at -56085.6580 eV. For the HOMO energy (spin up / spin down), the calculation gives -0.4977 / -0.4977 Eh. For the relative energy (zero: lowest compared OMol25 entry of this formula, charge and spin), the calculation gives 25.2 kcal/mol. The expectation value of S² is 0.76.

Geometry as ORCA input:
```
! wB97M-V def2-TZVPD RIJCOSX def2/J DEFGRID3
* xyz 2 2
Rh -0.21968 1.11205 -0.02396
C -3.32723 1.31169 1.51193
C -2.86833 0.01257 0.93980
C -3.50140 -1.22747 0.92106
C -2.65582 -2.07380 0.22558
N -1.58174 -1.37666 -0.15881
N -1.70826 -0.11633 0.28282
B -0.40864 -1.77371 -1.09885
N 0.88858 -1.52625 -0.28898
C 1.95131 -2.29198 -0.07076
C 2.90310 -1.54938 0.59752
C 2.35732 -0.28708 0.77140
C 3.00651 0.84262 1.49660
N 1.12588 -0.28484 0.21036
N -0.32398 -0.74641 -2.26770
C -0.13942 -0.89052 -3.58539
C -0.22310 0.34948 -4.18513
C -0.43985 1.24732 -3.14438
C -0.67538 2.71514 -3.23124
N -0.47130 0.57315 -1.98694
N -0.59104 -3.18943 -1.51951
C -1.08187 -3.78412 -2.64329
C -1.13859 -5.12828 -2.41203
C -0.66098 -5.29499 -1.09202
C -0.53859 -6.56431 -0.31188
N -0.33893 -4.13204 -0.55676
H -4.32546 1.20168 1.92757
H -3.37604 2.08599 0.74285
H -2.66721 1.65792 2.30829
H -4.45097 -1.47487 1.36229
H -2.74876 -3.12002 -0.01275
H 1.95483 -3.31841 -0.39517
H 3.87245 -1.87910 0.92893
H 4.04565 0.93091 1.18011
H 3.01530 0.64063 2.57041
H 2.50449 1.78298 1.31525
H 0.05547 -1.85415 -4.02087
H -0.14246 0.57472 -5.23430
H -1.30719 2.93489 -4.08985
H 0.25592 3.26687 -3.36188
H -1.18730 3.08517 -2.34345
H -1.40177 -3.22398 -3.50408
H -1.45278 -5.89803 -3.09582
H -0.60560 -7.42974 -0.96686
H -1.34006 -6.63712 0.42426
H 0.40364 -6.59750 0.23224
N 0.47136 4.59056 -0.85486
C 1.44018 3.72821 -0.58104
O 1.33133 2.50549 -0.42559
C 2.81773 4.30618 -0.37706
I 2.80156 4.82926 1.73738
H -0.48935 4.31730 -0.71949
H 0.65144 5.58278 -0.85934
H 3.01170 5.26195 -0.85058
H 3.59869 3.56395 -0.46898
O -0.31241 -0.66964 2.75021
C -0.07360 0.46909 2.99979
C 0.24974 1.08427 4.34605
C 0.74040 2.48677 4.00670
C 0.42094 2.62106 2.54631
O 0.56449 3.69616 1.87858
N -0.03454 1.51121 1.99800
H 0.96378 0.46310 4.88176
H -0.66844 1.10173 4.93493
H 1.81850 2.61202 4.14008
H 0.25578 3.28332 4.57055
*
```

natural (NBO) analysis output, partial charges in e:
1 Rh 1.1507
2 C -0.6563
3 C 0.2029
4 C -0.3110
5 C 0.0662
6 N -0.3169
7 N -0.2485
8 B 0.9236
9 N -0.3116
10 C 0.0752
11 C -0.3168
12 C 0.1935
13 C -0.6487
14 N -0.1858
15 N -0.3187
16 C 0.0444
17 C -0.3180
18 C 0.2041
19 C -0.6410
20 N -0.3184
21 N -0.4208
22 C -0.0307
23 C -0.3189
24 C 0.1707
25 C -0.6449
26 N -0.3132
27 H 0.2627
28 H 0.2228
29 H 0.2228
30 H 0.2575
31 H 0.2595
32 H 0.2715
33 H 0.2564
34 H 0.2504
35 H 0.2365
36 H 0.2063
37 H 0.2494
38 H 0.2576
39 H 0.2646
40 H 0.2340
41 H 0.1903
42 H 0.2187
43 H 0.2460
44 H 0.2330
45 H 0.2356
46 H 0.2347
47 N -0.7469
48 C 0.6935
49 O -0.6484
50 C -0.5684
51 I 0.7043
52 H 0.4207
53 H 0.4280
54 H 0.2683
55 H 0.2800
56 O -0.4974
57 C 0.7016
58 C -0.5283
59 C -0.5144
60 C 0.6999
61 O -0.6409
62 N -0.6301
63 H 0.2698
64 H 0.2703
65 H 0.2494
66 H 0.2677


(3)
ORCA calculation (wB97M-V/def2-TZVPD) on C4H7KO7 as an isolated structure.

For the HOMO-LUMO gap, the calculation gives 8.03 eV. The total energy comes out at -34920.5599 eV. For the HOMO energy, the calculation gives -0.3139 Eh. For the relative energy (zero: lowest compared OMol25 entry of this formula, charge and spin), the calculation gives 0.0 kcal/mol.

Geometry as ORCA input:
```
! wB97M-V def2-TZVPD RIJCOSX def2/J DEFGRID3
* xyz 0 1
O -0.56292 1.06228 1.57370
C 0.59362 1.01930 1.93301
O 1.45991 0.06236 1.65891
O 1.12722 2.00063 2.64038
H 2.05111 1.81535 2.85749
C 1.08222 -0.77609 -0.45411
C 1.02123 -1.19569 0.99307
O 2.35570 -0.48225 -0.96782
H 0.38764 0.02962 -0.71504
H 0.66825 -1.78282 -0.81865
H 1.80078 -1.92103 1.25230
H -0.00271 -1.43346 1.30597
H 2.93474 -1.24438 -0.87200
H -1.96613 0.35542 0.19800
O -2.60673 -0.14120 -0.34812
C -2.60096 0.33859 -1.61003
O -3.34778 -0.24548 -2.43097
O -1.83319 1.29797 -1.88418
K -2.56199 1.24088 -4.31193
*
```

natural (NBO) analysis output, partial charges in e:
1 O -0.6576
2 C 0.9930
3 O -0.5426
4 O -0.6619
5 H 0.4972
6 C -0.0930
7 C -0.0963
8 O -0.7044
9 H 0.2331
10 H 0.1460
11 H 0.1978
12 H 0.2281
13 H 0.4636
14 H 0.5094
15 O -0.7299
16 C 0.9506
17 O -0.8417
18 O -0.8686
19 K 0.9774


What is the formula in the second record? C22H28BIN10O3Rh